C12H34F3O10Y2 | ωB97M-V/def2-TZVPD

relative energy (zero: lowest compared OMol25 entry of this formula, charge and spin): 108.3 kcal per mole
2S+1: 1
Kohn-Sham gap: 2.5 eV
total charge: +3
highest occupied orbital energy: -15.96 eV

Last column: Löwdin charge in e.
Cartesian coordinates (Å):
1 Y 0.185 0.011 4.144  2.01
2 Y -0.342 -4.022 2.369  2.15
3 F -1.096 4.321 3.535  0.13
4 F -3.234 3.812 3.735  0.17
5 F -2.602 4.756 1.981  0.18
6 O 1.825 1.229 3.078  -0.26
7 O 0.545 -4.399 -2.459  -0.13
8 O 1.312 2.671 0.922  -0.12
9 O 0.435 -1.603 2.382  -0.51
10 O 5.611 0.199 1.712  -0.12
11 O -1.317 -0.022 -5.340  -0.07
12 O -3.083 -4.080 -1.059  -0.10
13 O -1.292 1.519 2.910  -0.26
14 O -1.234 2.729 0.979  -0.15
15 O -0.633 -3.356 0.154  -0.35
16 C 0.655 -1.286 0.988  -0.25
17 C -1.967 2.484 2.203  -0.34
18 C 2.808 1.981 3.781  -0.05
19 C 4.904 -0.803 1.061  -0.17
20 C -0.325 -1.969 -0.068  -0.23
21 C -2.026 1.369 -0.929  -0.04
22 C -3.644 -2.857 -1.374  -0.16
23 C 2.034 2.502 -0.216  -0.16
24 C -2.209 3.836 2.875  -0.52
25 C 0.012 -4.213 -3.760  -0.13
26 C -1.929 2.789 -0.257  -0.19
27 C -1.004 -0.556 -4.098  -0.20
28 H 0.728 -0.243 0.681  0.11
29 H 1.662 -1.618 0.735  0.12
30 H 0.642 -3.796 -4.546  0.09
31 H 4.089 -0.916 1.776  0.05
32 H -1.636 -1.302 -3.617  0.05
33 H 2.787 1.887 4.867  0.10
34 H -3.434 -2.393 -2.337  0.08
35 H -1.226 -1.357 -0.016  0.09
36 H 3.785 1.745 3.361  0.11
37 H -1.876 0.726 -5.116  0.08
38 H 3.024 2.922 -0.039  0.10
39 H -2.924 2.085 1.865  0.17
40 H 1.690 3.094 -1.064  0.10
41 H -0.189 -4.181 -1.880  0.01
42 H -1.291 3.435 -0.861  0.14
43 H 6.116 -0.193 2.428  0.09
44 H 2.134 1.450 -0.484  0.07
45 H -2.932 3.215 -0.251  0.13
46 H 0.369 2.754 0.765  0.03
47 H -2.245 -3.826 -0.666  -0.01
48 H 2.527 3.030 3.681  0.12
49 H 1.990 1.573 2.196  0.06
50 H 0.011 -0.954 -4.102  0.08
51 H -2.247 1.540 -1.982  0.08
52 H -0.994 1.018 -0.894  0.05
53 H -0.819 -3.514 -3.674  0.05
54 H -4.733 -2.894 -1.401  0.10
55 H -2.755 0.658 -0.539  0.07
56 H 4.630 -0.481 0.056  0.09
57 H -0.452 -5.137 -4.106  0.09
58 H 5.544 -1.686 1.077  0.09
59 H -0.959 0.356 -3.503  0.06
60 H -0.082 -1.810 -1.118  0.14
61 H -3.322 -2.230 -0.543  0.06